*w*
Molecular formula: C2H2N2O
Method: DFT, ωB97M-V with the def2-TZVPD basis set

Calculated values
- HOMO level: -10.652 eV
- Frontier orbital gap: 11.462 eV

Each atom is followed by the atoms it is bonded to, with distances in Å.
Atoms and positions in Å:
1 C -0.3107 0.7179 -1.4295  N3 1.170
2 C 0.9927 -0.4676 2.4592  N4 1.112, H6 1.095
3 N -0.8673 -0.2938 -1.2400  C1 1.170, H7 0.939
4 N 0.5674 -0.9826 1.5704  C2 1.112, O5 1.183
5 O 0.0313 -1.6286 0.7372  N4 1.183
6 H 1.7855 -0.0970 3.1180  C2 1.095
7 H -1.1800 -0.9970 -0.7014  N3 0.939

*x*
Molecular formula: C2H2N2O
Method: DFT, ωB97M-V with the def2-TZVPD basis set

Calculated values
- HOMO level: -11.062 eV
- Frontier orbital gap: 10.538 eV

Each atom is followed by the atoms it is bonded to, with distances in Å.
Atoms and positions in Å:
1 C -0.7250 2.0762 0.0047  N3 1.137, N4 1.295
2 C -0.9631 -0.3264 -0.5202  N4 1.395, O5 1.244
3 N -0.4938 3.0896 0.4668  C1 1.137
4 N -1.2033 1.0448 -0.6157  C1 1.295, C2 1.395
5 O -0.8762 -1.5672 -0.4877  C2 1.244
6 H 1.7208 -2.1323 0.4642  no bonds
7 H 2.5406 -2.1848 0.6879  no bonds

*y*
Molecular formula: C2H2N2O
Method: DFT, ωB97M-V with the def2-TZVPD basis set

Calculated values
- HOMO level: -11.154 eV
- Frontier orbital gap: 12.178 eV

Each atom is followed by the atoms it is bonded to, with distances in Å.
Atoms and positions in Å:
1 C -0.8209 0.3118 0.5725  H3 1.074, N5 1.383, N6 1.311
2 C 0.5666 -0.4617 -0.7481  H4 1.098, N5 1.290, O7 1.324
3 H -1.7157 0.5449 1.1192  C1 1.074
4 H 1.1269 -1.0011 -1.5233  C2 1.098
5 N -0.6999 -0.5356 -0.5133  C1 1.383, C2 1.290
6 N 0.3066 0.8102 1.0191  C1 1.311, O7 1.410
7 O 1.2364 0.3315 0.0739  C2 1.324, N6 1.410

What should be chosen as the most stable of them? Choose *y*.

*w*
Molecular formula: C30H29N3O2
Method: DFT, ωB97M-V with the def2-TZVPD basis set

Calculated values
- HOMO level: -7.829 eV
- Frontier orbital gap: 8.566 eV

Each atom is followed by the atoms it is bonded to, with distances in Å.
Atoms and positions in Å:
1 C 2.3447 -1.9507 2.3410  H2 1.086, H3 1.087, H4 1.089, C5 1.536
2 H 1.8128 -1.2500 2.9776  C1 1.086
3 H 2.2438 -2.9520 2.7521  C1 1.087
4 H 3.3996 -1.6804 2.3236  C1 1.089
5 C 1.7789 -1.9319 0.9131  C1 1.536, C6 1.501, N9 1.471, C40 1.554
6 C 2.6238 -2.7854 0.0128  C5 1.501, C7 1.319, H39 1.073
7 C 3.1179 -2.0934 -0.9957  C6 1.319, C8 1.497, H38 1.074
8 C 2.6331 -0.6770 -0.9752  C7 1.497, N9 1.459, H23 1.098, C24 1.547
9 N 1.9136 -0.6046 0.2926  C5 1.471, C8 1.459, C10 1.342
10 C 1.5470 0.5453 0.8781  N9 1.342, O11 1.227, C12 1.497
11 O 0.9038 0.6024 1.9214  C10 1.227
12 C 1.9829 1.8100 0.2050  C10 1.497, C13 1.389, C17 1.390
13 C 1.0630 2.5864 -0.4872  C12 1.389, C14 1.384, H22 1.079
14 C 1.4534 3.7914 -1.0447  C13 1.384, C15 1.384, H21 1.080
15 C 2.7584 4.2320 -0.9053  C14 1.384, C16 1.385, H20 1.080
16 C 3.6736 3.4688 -0.1994  C15 1.385, C17 1.384, H19 1.080
17 C 3.2887 2.2616 0.3567  C12 1.390, C16 1.384, H18 1.081
18 H 3.9983 1.6724 0.9209  C17 1.081
19 H 4.6892 3.8160 -0.0781  C16 1.080
20 H 3.0615 5.1735 -1.3389  C15 1.080
21 H 0.7326 4.3879 -1.5835  C14 1.080
22 H 0.0402 2.2532 -0.5781  C13 1.079
23 H 3.4646 0.0399 -0.9845  C8 1.098
24 C 1.7259 -0.3769 -2.1912  C8 1.547, C25 1.502, H36 1.091, H37 1.092
25 C 0.5339 -1.2900 -2.2282  C24 1.502, C26 1.388, C30 1.389
26 C -0.6746 -0.9032 -1.6662  C25 1.388, C27 1.383, H35 1.081
27 C -1.7633 -1.7560 -1.6901  C26 1.383, C28 1.383, H34 1.079
28 C -1.6524 -3.0140 -2.2533  C27 1.383, C29 1.383, H33 1.080
29 C -0.4491 -3.4118 -2.8076  C28 1.383, C30 1.382, H32 1.080
30 C 0.6326 -2.5519 -2.8009  C25 1.389, C29 1.382, H31 1.080
31 H 1.5669 -2.8640 -3.2449  C30 1.080
32 H -0.3524 -4.3942 -3.2450  C29 1.080
33 H -2.4994 -3.6840 -2.2581  C28 1.080
34 H -2.6985 -1.4335 -1.2583  C27 1.079
35 H -0.7707 0.0709 -1.2068  C26 1.081
36 H 1.4043 0.6646 -2.1439  C24 1.091
37 H 2.3303 -0.5104 -3.0910  C24 1.092
38 H 3.7642 -2.4504 -1.7762  C7 1.074
39 H 2.7669 -3.8270 0.2271  C6 1.073
40 C 0.3294 -2.4896 0.9661  C5 1.554, O41 1.216, N42 1.336
41 O 0.0702 -3.6051 0.5578  C40 1.216
42 N -0.5545 -1.6868 1.5648  C40 1.336, H43 1.018, C44 1.448
43 H -0.2586 -0.7721 1.9006  N42 1.018
44 C -1.8936 -2.1464 1.8677  N42 1.448, H45 1.098, C46 1.530, H64 1.094
45 H -1.8301 -2.9500 2.6136  C44 1.098
46 C -2.7667 -1.0132 2.4093  C44 1.530, C47 1.495, H62 1.093, H63 1.091
47 C -3.1733 -0.0314 1.3581  C46 1.495, C48 1.365, C55 1.430
48 C -4.1124 -0.2284 0.3870  C47 1.365, N49 1.370, H61 1.074
49 N -4.2167 0.8831 -0.4066  C48 1.370, C50 1.364, H60 1.005
50 C -3.3502 1.8333 0.0496  N49 1.364, C51 1.389, C55 1.417
51 C -3.1090 3.1238 -0.4054  C50 1.389, C52 1.378, H59 1.081
52 C -2.1863 3.8801 0.2845  C51 1.378, C53 1.398, H58 1.080
53 C -1.5165 3.3668 1.3995  C52 1.398, C54 1.376, H57 1.080
54 C -1.7445 2.0862 1.8495  C53 1.376, C55 1.396, H56 1.078
55 C -2.6699 1.2935 1.1692  C47 1.430, C50 1.417, C54 1.396
56 H -1.2084 1.7036 2.7029  C54 1.078
57 H -0.7991 3.9916 1.9107  C53 1.080
58 H -1.9761 4.8897 -0.0373  C52 1.080
59 H -3.6337 3.5189 -1.2636  C51 1.081
60 H -4.8427 0.9875 -1.1864  N49 1.005
61 H -4.7335 -1.0868 0.2096  C48 1.074
62 H -3.6618 -1.4614 2.8481  C46 1.093
63 H -2.2244 -0.4945 3.2015  C46 1.091
64 H -2.3275 -2.5763 0.9597  C44 1.094

*x*
Molecular formula: C30H29N3O2
Method: DFT, ωB97M-V with the def2-TZVPD basis set

Calculated values
- HOMO level: -6.874 eV
- Frontier orbital gap: 4.830 eV

Each atom is followed by the atoms it is bonded to, with distances in Å.
Atoms and positions in Å:
1 C -0.7165 2.6804 3.1461  C2 1.518, N6 1.423, H7 1.103, H8 1.101
2 C -0.3769 4.1521 3.2967  C1 1.518, O3 1.437, H9 1.096, H10 1.095
3 O 1.0587 4.2208 3.2975  C2 1.437, C4 1.390
4 C 1.5497 2.9903 2.8775  O3 1.390, O5 1.229, N6 1.353
5 O 2.7437 2.8425 2.6286  C4 1.229
6 N 0.5369 2.0954 2.8134  C1 1.423, C4 1.353
7 H -1.1268 2.2791 4.0883  C1 1.103
8 H -1.4542 2.5339 2.3415  C1 1.101
9 H -0.7785 4.6650 2.4153  C2 1.096
10 H -0.7796 4.6038 4.2092  C2 1.095
11 C 4.8126 -0.2436 -4.1161  N12 1.462, H40 1.093, H41 1.099, H42 1.096
12 N 4.1846 0.8514 -3.3774  C11 1.462, C13 1.427, C19 1.404
13 C 3.6517 1.9166 -4.1642  N12 1.427, C14 1.407, C18 1.405
14 C 2.6192 1.6537 -5.0826  C13 1.407, C15 1.394, H43 1.093
15 C 2.1253 2.6737 -5.8935  C14 1.394, C16 1.399, H44 1.089
16 C 2.6679 3.9604 -5.8084  C15 1.399, C17 1.399, H45 1.091
17 C 3.6821 4.2316 -4.8839  C16 1.399, C18 1.398, H46 1.091
18 C 4.1557 3.2219 -4.0413  C13 1.405, C17 1.398, H47 1.092
19 C 3.5404 0.5190 -2.1748  N12 1.404, C20 1.412, C39 1.407
20 C 3.6138 1.4108 -1.0830  C19 1.412, C21 1.377, H48 1.092
21 C 2.9293 1.1500 0.0828  C20 1.377, C22 1.435, H49 1.095
22 C 2.0485 0.0223 0.1909  C21 1.435, C23 1.416, C38 1.427
23 C 1.2449 -0.1389 1.3450  C22 1.416, C24 1.419, H50 1.095
24 C 0.1569 -1.0204 1.5743  C23 1.419, C25 1.431, C37 1.431
25 C -0.2812 -1.2483 2.9179  C24 1.431, C26 1.381, H51 1.090
26 C -1.3323 -2.0948 3.2094  C25 1.381, C27 1.410, H52 1.092
27 C -2.0369 -2.7415 2.1737  C26 1.410, N28 1.423, C36 1.406
28 N -3.1631 -3.5541 2.4861  C27 1.423, C29 1.467, C30 1.428
29 C -3.0108 -4.9923 2.2413  N28 1.467, H53 1.096, H54 1.100, H55 1.095
30 C -4.4567 -3.0042 2.2324  N28 1.428, C31 1.402, C35 1.406
31 C -5.0268 -3.0513 0.9522  C30 1.402, C32 1.397, H56 1.092
32 C -6.2690 -2.4550 0.7251  C31 1.397, C33 1.399, H57 1.090
33 C -6.9654 -1.8588 1.7813  C32 1.399, C34 1.400, H58 1.090
34 C -6.3999 -1.8146 3.0615  C33 1.400, C35 1.395, H59 1.090
35 C -5.1376 -2.3645 3.2834  C30 1.406, C34 1.395, H60 1.092
36 C -1.6301 -2.5376 0.8438  C27 1.406, C37 1.387, H61 1.093
37 C -0.6045 -1.6536 0.5413  C24 1.431, C36 1.387, H62 1.090
38 C 2.0650 -0.9078 -0.8914  C22 1.427, C39 1.383, H63 1.088
39 C 2.8116 -0.6766 -2.0328  C19 1.407, C38 1.383, H64 1.094
40 H 5.3011 -0.9029 -3.3933  C11 1.093
41 H 4.0843 -0.8215 -4.7017  C11 1.099
42 H 5.5703 0.1815 -4.7841  C11 1.096
43 H 2.2137 0.6401 -5.1324  C14 1.093
44 H 1.3240 2.4523 -6.5974  C15 1.089
45 H 2.2911 4.7526 -6.4563  C16 1.091
46 H 4.1143 5.2307 -4.8186  C17 1.091
47 H 4.9317 3.4152 -3.2975  C18 1.092
48 H 4.2504 2.2910 -1.1956  C20 1.092
49 H 3.0432 1.8310 0.9326  C21 1.095
50 H 1.4973 0.5212 2.1817  C23 1.095
51 H 0.2312 -0.7312 3.7298  C25 1.090
52 H -1.6508 -2.2853 4.2369  C26 1.092
53 H -3.8879 -5.5166 2.6373  C29 1.096
54 H -2.8954 -5.2167 1.1708  C29 1.100
55 H -2.1155 -5.3338 2.7705  C29 1.095
56 H -4.4672 -3.5267 0.1436  C31 1.092
57 H -6.6904 -2.4692 -0.2795  C32 1.090
58 H -7.9475 -1.4190 1.6067  C33 1.090
59 H -6.9378 -1.3576 3.8925  C34 1.090
60 H -4.6496 -2.3268 4.2598  C35 1.092
61 H -2.1591 -3.0721 0.0501  C36 1.093
62 H -0.3933 -1.4225 -0.5027  C37 1.090
63 H 1.4984 -1.8324 -0.8058  C38 1.088
64 H 2.7918 -1.3981 -2.8548  C39 1.094

What should be chosen as the most stable of them? Choose *w*.